The following is a quantum chemistry calculation of C4H6Cl2 as an isolated structure in a non-equilibrium geometry, from the OMol25 dataset.

As for the HOMO energy: -10.58 eV. The electronic energy comes out at -1076.3601 Eh. As for the relative energy (zero: lowest compared OMol25 entry of this formula, charge and spin): 0.5990 eV.

Each line ends with the Mulliken charge.
CARTESIAN COORDINATES (ANGSTROEM)
C  -0.11730  0.00004  0.00453  0.65
C  -0.74468  1.16841  -0.72488  -0.73
C  0.01526  2.02199  0.30287  -0.45
C  0.23092  0.85020  1.28559  -0.76
H  -0.53733  1.33079  -1.77199  0.31
H  -1.87992  1.13444  -0.51057  0.26
H  -0.48612  2.95319  0.67302  0.34
H  1.01867  2.26446  -0.25377  0.20
H  1.24957  0.72669  1.69959  0.28
H  -0.55554  0.61475  2.06637  0.29
Cl  1.42296  -0.57994  -0.79265  -0.19
Cl  -1.13558  -1.37701  0.37434  -0.19

Cartesian forces (eV/Å) of the 3 atoms listed first:
1.3 -1.2 0.8
-2.0 0.0 1.4
1.2 2.4 -0.7

The following is a quantum chemistry calculation of one molecule with the formula C4H12N2O in a non-equilibrium geometry, from the OMol25 dataset.

As for the HOMO energy: -8.72 eV. Its SMILES is CN[C@@H](CN)CO. The electronic energy comes out at -344.2880 Eh. As for the relative energy (zero: lowest compared OMol25 entry of this formula, charge and spin): 2.6412 eV.

Each line ends with the Mulliken charge.
CARTESIAN COORDINATES (ANGSTROEM)
C  -0.70206  1.56348  1.83965  -0.78
N  -1.11542  0.80467  0.68120  -0.43
C  -0.12956  -0.20893  0.31710  0.16
C  -0.79007  -1.08436  -0.79232  -0.56
N  -0.78044  -0.47103  -2.05271  -0.53
C  1.24074  0.27114  0.03638  -0.46
O  2.15395  -0.84947  -0.09488  -0.53
H  0.29408  1.28777  2.29902  0.27
H  -1.58041  1.42150  2.53752  0.29
H  -0.68999  2.69111  1.72745  0.22
H  -1.89698  0.33845  1.10611  0.29
H  -0.01808  -0.93314  1.22021  0.14
H  -1.87538  -1.39614  -0.56207  0.37
H  -0.21727  -2.06515  -0.70078  0.25
H  -1.56783  -0.83029  -2.57101  0.22
H  0.04146  -0.45543  -2.64381  0.17
H  1.48836  0.85565  0.95647  0.19
H  1.36444  0.88418  -0.85766  0.40
H  2.98273  -0.58614  -0.55678  0.32

Cartesian forces (eV/Å) of the 3 atoms listed first:
-0.6 2.0 1.9
1.1 0.6 0.1
-2.5 -2.9 0.8

The following is a quantum chemistry calculation of C34H93BF4N7O10Pd as an isolated structure in a non-equilibrium geometry, from the OMol25 dataset.

As for the HOMO energy (spin up / spin down): -10.05 / -10.05 eV. The electronic energy comes out at -3038.8863 Eh. As for the spin multiplicity: 3. The total charge is +1.

Each line ends with the Mulliken charge.
CARTESIAN COORDINATES (ANGSTROEM)
Pd  -2.95305  -0.60499  1.73231  -0.19
B  -0.41858  -0.41054  0.40911  -0.02
F  0.58221  0.36657  0.98958  -0.22
F  -0.75044  -1.45812  1.24229  0.38
F  -1.58848  0.39689  0.37384  0.92
F  -0.20274  -0.87798  -0.85106  -0.47
C  -3.58354  3.31028  0.17641  -1.09
C  -4.24258  1.90035  0.07398  0.10
O  -4.15556  1.27516  1.33604  -0.44
H  -2.64535  3.27899  0.73090  0.09
H  -4.34569  4.00192  0.53482  0.40
H  -3.23135  3.72406  -0.76999  0.30
H  -3.80601  1.33912  -0.74900  -0.17
H  -5.28763  2.08998  -0.17591  0.64
H  -4.49861  1.91051  1.97281  0.19
C  2.37197  -2.82744  3.37973  -0.77
C  2.94525  -2.07918  4.57895  -0.44
O  1.85350  -1.78702  5.45388  -0.46
H  2.01591  -3.83338  3.60128  0.37
H  3.23032  -2.96146  2.71772  0.47
H  1.58886  -2.30566  2.82943  -0.01
H  3.47176  -1.15182  4.34381  0.21
H  3.71186  -2.68907  5.06247  0.38
H  2.16229  -1.26708  6.20088  0.27
C  -3.08106  2.93677  6.37934  -0.87
O  -2.82136  2.52812  5.03476  -0.31
C  -1.46014  2.48153  4.65903  -1.16
C  -1.41302  1.71071  3.34386  0.35
N  -2.10348  0.37872  3.49594  0.46
C  -1.19562  -0.52829  4.21887  -0.52
C  -1.86163  -1.92116  4.31377  -0.99
O  -2.53694  -2.28545  3.13558  0.12
C  -3.20277  -3.55980  3.24223  -0.95
H  -2.85381  3.99142  6.54375  0.32
H  -2.48989  2.33515  7.07147  0.33
H  -4.14913  2.82250  6.55622  0.26
H  -0.79352  2.00827  5.38801  0.42
H  -0.90641  3.42191  4.61283  0.77
H  -0.40620  1.54074  2.96625  -0.29
H  -1.98060  2.17453  2.53731  -0.34
H  -2.77746  0.61167  4.22153  0.22
H  -1.01914  -0.12389  5.21478  0.48
H  -0.26170  -0.60144  3.66287  0.06
H  -2.55755  -2.00706  5.15478  0.59
H  -1.10639  -2.61301  4.69722  0.48
H  -2.51346  -4.34400  3.55803  0.31
H  -3.63478  -3.87630  2.29518  0.21
H  -4.00998  -3.55569  3.97654  0.32
C  -3.79275  -2.67352  -2.15246  -1.57
C  -3.95063  -1.61905  -1.10666  1.81
C  -5.40140  -1.13286  -0.83563  -1.18
O  -5.72123  -0.14289  -1.84296  -0.28
C  -7.10916  0.13789  -1.84793  -0.85
N  -3.32654  -2.12535  0.13789  0.67
H  -2.77342  -2.90904  -2.45143  0.28
H  -4.24354  -2.26342  -3.06070  0.52
H  -4.36438  -3.58975  -1.99123  0.34
H  -3.38620  -0.75103  -1.45131  -1.07
H  -5.59002  -0.53147  0.05910  0.34
H  -6.12810  -1.94439  -0.74193  0.68
H  -7.35100  0.77487  -2.69657  0.25
H  -7.41097  0.62114  -0.91481  0.33
H  -7.66809  -0.79624  -1.93438  0.34
H  -2.44810  -2.58192  -0.12336  -0.59
H  -3.90975  -2.94191  0.29715  0.38
C  2.28136  -0.36119  -7.53520  -1.52
C  3.21467  0.37386  -6.57909  1.31
C  3.49078  -0.40193  -5.30668  -0.83
O  2.28779  -0.69716  -4.61510  -0.25
C  2.37102  -1.65854  -3.59277  -0.69
N  4.46079  0.75073  -7.23705  -0.76
H  1.31104  -0.57660  -7.08638  0.24
H  2.82885  -1.22588  -7.91197  0.33
H  2.01107  0.25398  -8.39555  0.44
H  2.77686  1.33117  -6.29015  -0.43
H  4.20481  0.17752  -4.71516  0.31
H  4.03251  -1.33221  -5.50479  0.54
H  2.98536  -2.52623  -3.84423  0.48
H  1.34831  -1.95199  -3.35982  0.11
H  2.85562  -1.26295  -2.69601  0.18
H  5.06318  -0.04589  -7.39542  0.25
H  4.30323  1.23718  -8.10730  0.25
C  4.22294  1.71869  -1.86846  -1.40
C  3.51713  1.10877  -0.66615  1.38
C  4.50292  1.12780  0.57116  -0.92
O  5.66089  0.28479  0.34384  -0.38
C  6.60957  0.41170  1.39074  -0.69
N  2.29206  1.84955  -0.50801  0.13
H  5.19779  1.24152  -1.99311  0.44
H  4.36641  2.79820  -1.90960  0.31
H  3.71688  1.45116  -2.79879  -0.06
H  3.20760  0.10955  -0.98704  -0.25
H  3.91718  0.68089  1.37939  0.36
H  4.71013  2.17807  0.78475  0.45
H  6.88527  1.46870  1.39154  0.35
H  7.42188  -0.24310  1.08063  0.26
H  6.22555  0.15757  2.38122  0.19
H  1.70871  1.37622  0.18278  0.06
H  1.80583  1.69304  -1.39117  0.40
C  1.62888  5.99063  2.58901  -1.58
C  2.34893  4.71934  2.16466  0.18
C  1.53854  3.45082  2.64484  0.19
O  1.35325  3.34485  4.05573  -0.16
C  2.59523  3.19186  4.79832  -0.93
N  2.54539  4.74082  0.70785  -0.64
H  1.47352  6.03109  3.66706  0.30
H  0.68696  6.10377  2.04864  0.33
H  2.20056  6.87492  2.30444  0.43
H  3.34338  4.69190  2.61271  0.40
H  1.92209  2.50305  2.25531  0.15
H  0.58596  3.48533  2.10939  -0.03
H  3.02724  2.21585  4.57754  0.28
H  2.34595  3.33244  5.84889  0.27
H  3.24519  4.02767  4.54135  0.34
H  1.65623  5.01495  0.30630  0.35
H  2.67676  3.76732  0.44755  0.06
C  -1.39347  -6.19221  -1.05363  -1.53
C  -1.31515  -5.17754  0.14234  0.39
C  -0.21969  -5.43260  1.18592  -0.48
O  0.94787  -5.72574  0.47156  -0.35
C  2.07057  -6.01689  1.29047  -0.63
N  -1.06165  -3.89889  -0.51410  -0.07
H  -2.35032  -6.00482  -1.53969  0.39
H  -1.27932  -7.20754  -0.67389  0.41
H  -0.61511  -6.07376  -1.80641  0.35
H  -2.29520  -5.10253  0.61847  0.13
H  -0.50828  -6.19565  1.91448  0.66
H  -0.00721  -4.51579  1.74735  -0.02
H  1.86096  -6.68657  2.12720  0.37
H  2.55998  -5.12891  1.69482  0.07
H  2.81890  -6.52896  0.68627  0.28
H  -0.41223  -3.97353  -1.28513  0.27
H  -0.59403  -3.31673  0.17099  -0.47
C  -1.49587  1.84193  -3.13493  -1.52
C  -0.28278  1.43137  -3.94834  0.98
C  0.12593  2.50240  -4.97176  -0.13
O  -0.92218  2.76745  -5.90841  -0.39
C  -0.79432  1.87281  -6.98979  -0.70
N  0.77254  1.20543  -2.97904  -0.29
H  -1.31876  2.76678  -2.58254  0.30
H  -1.77920  1.11048  -2.37618  -0.18
H  -2.35771  1.98977  -3.78802  0.58
H  -0.54419  0.51164  -4.48091  0.17
H  1.07695  2.25194  -5.44528  -0.21
H  0.33323  3.45352  -4.47789  0.34
H  -0.97278  0.80709  -6.81610  0.25
H  0.16743  1.98051  -7.49356  0.28
H  -1.61551  2.03486  -7.69092  0.36
H  0.46984  0.57370  -2.25251  0.18
H  1.44768  0.69624  -3.54865  -0.44

Cartesian forces (eV/Å) of the 3 atoms listed first:
-0.1 0.0 0.0
0.8 0.7 -0.1
-0.4 -0.8 0.1

The following is a quantum chemistry calculation of a 2-piece molecular cluster, C5H10N overall in a non-equilibrium geometry, from the OMol25 dataset.

As for the HOMO energy: -14.26 eV. The electronic energy comes out at -250.9028 Eh. As for the relative energy (zero: lowest compared OMol25 entry of this formula, charge and spin): 2.7880 eV. The total charge is +1.

Each line ends with the Mulliken charge.
CARTESIAN COORDINATES (ANGSTROEM)
C  2.52478  0.29046  2.06404  -0.28
C  2.96519  0.08789  0.96489  -0.52
C  -0.65075  0.61906  -0.65895  0.19
C  0.06925  0.73148  -1.98666  -1.08
C  0.07603  -1.69553  0.00891  -0.75
N  -0.63990  -0.42621  0.07321  -0.01
H  2.29880  0.23654  3.04934  0.42
H  3.29884  -0.18537  -0.01822  0.42
H  0.52437  1.62990  -1.95004  0.39
H  -0.68508  0.87147  -2.87420  0.31
H  0.91876  0.05659  -2.14460  0.33
H  1.03080  -1.51241  0.49631  0.23
H  -0.55736  -2.43614  0.50194  0.32
H  0.25289  -1.93345  -1.06321  0.33
H  -1.31929  -0.47239  0.81374  0.31
H  -1.33097  1.45409  -0.35042  0.39

Cartesian forces (eV/Å) of the 3 atoms listed first:
1.0 -0.5 -2.6
-0.4 -0.1 -0.1
-0.3 0.0 -1.5

The following is a quantum chemistry calculation of a 2-piece molecular cluster, C5H14NO overall in a non-equilibrium geometry, from the OMol25 dataset.

As for the HOMO energy: -14.89 eV. The electronic energy comes out at -328.6076 Eh. As for the relative energy (zero: lowest compared OMol25 entry of this formula, charge and spin): 2.1399 eV. The total charge is +1.

Each line ends with the Mulliken charge.
CARTESIAN COORDINATES (ANGSTROEM)
C  -2.58768  -2.61974  -0.29883  -1.40
C  -2.17400  -1.14684  -0.11927  -0.13
C  -0.69917  -0.96637  -0.51839  -1.08
C  0.28693  -0.25693  0.40873  -0.43
C  -0.07843  2.00034  -0.46815  -0.13
N  0.65165  1.15597  0.11206  0.08
H  -3.46129  -2.88845  0.30309  0.37
H  -2.76298  -2.85621  -1.34176  0.34
H  -1.88259  -3.30749  0.18006  0.39
H  -2.75738  -0.52706  -0.79047  0.26
H  -2.16901  -0.97748  0.96299  0.33
H  -0.18764  -1.88941  -0.82013  0.42
H  -0.67865  -0.54800  -1.53562  0.56
H  -0.25251  -0.24331  1.36262  0.33
H  1.24138  -0.76609  0.46722  0.35
H  0.10505  2.94937  -0.95458  0.31
H  -1.05719  1.68052  -0.84385  0.24
H  1.55429  1.44827  0.48828  0.20
H  4.43095  1.84856  1.50606  0.32
H  4.31098  1.69393  0.00898  0.32
O  3.77894  1.66688  0.82530  -0.65

Cartesian forces (eV/Å) of the 3 atoms listed first:
-0.3 -0.1 0.9
1.5 -1.5 0.5
1.0 0.0 -2.3

The following is a quantum chemistry calculation of one molecule with the formula C3H7PS2 in a non-equilibrium geometry, from the OMol25 dataset.

As for the HOMO energy: -8.52 eV. Its SMILES is C/C=C/SPS. The electronic energy comes out at -1256.1949 Eh. As for the relative energy (zero: lowest compared OMol25 entry of this formula, charge and spin): 0.1432 eV.

Each line ends with the Mulliken charge.
CARTESIAN COORDINATES (ANGSTROEM)
C  -2.31562  0.40153  -0.34803  -0.91
C  -1.11470  -0.21969  0.39156  0.13
C  -0.09270  -0.80434  -0.22282  -0.52
S  1.24925  -1.49432  0.69746  -0.17
P  2.67208  -0.47887  -0.51830  0.03
S  2.11912  1.51615  -0.11860  -0.21
H  -2.78399  1.15590  0.31146  0.28
H  -2.97633  -0.45514  -0.63494  0.26
H  -1.76157  0.78778  -1.24564  0.26
H  -0.81935  -0.18341  1.50651  0.22
H  0.05994  -0.77920  -1.29783  0.40
H  3.71527  -0.67096  0.32787  0.06
H  2.04859  1.22456  1.15130  0.17

Cartesian forces (eV/Å) of the 3 atoms listed first:
1.8 -1.1 0.4
1.0 -0.1 1.7
-0.1 0.1 -0.3